[1]
52
Properties=species:S:1:pos:R:3:lowdin_charge:R:1 method="wB97M-V/def2-TZVPD" homo_lumo_gap_ha=0.3576 spin_multiplicity=1 lumo_ev=0.237 mol_weight_g_mol=625.23
S -1.811 -0.160 -1.645 1.069
H 1.259 -0.277 1.130 0.150
C 2.505 2.935 -1.965 -0.072
C -2.964 0.175 2.128 -0.596
O 0.732 -1.136 -1.716 -0.065
N -0.048 1.994 1.226 0.182
C 0.643 -0.015 -0.900 -0.442
H -2.857 -1.670 4.694 0.070
H 2.323 2.696 -3.018 0.098
H -4.330 -1.006 3.965 0.054
H 4.860 -1.471 -3.369 0.085
C 0.313 -0.354 0.587 -0.128
C -0.624 0.628 1.309 -0.170
O 1.565 2.246 -1.152 -0.177
O -4.794 1.343 -0.087 0.042
C -3.987 2.193 0.033 -0.804
H 2.297 3.998 -1.844 0.094
O -2.662 0.737 -2.379 -0.347
H 4.731 -2.630 -2.059 0.093
O 1.981 2.370 2.406 0.207
C 4.307 -1.705 -2.454 -0.044
C 0.945 2.206 1.907 -0.285
Br -2.853 1.425 3.615 0.832
O -0.436 0.770 -1.431 -0.207
H 2.466 -1.697 -0.622 0.135
C -2.672 -1.273 2.544 -0.250
C 1.925 -1.915 -1.547 -0.110
H 2.536 0.795 -0.084 0.138
H -0.570 0.349 2.362 0.125
C 0.666 -2.415 1.519 -0.356
H 3.534 2.722 -1.663 0.093
C -2.133 0.648 0.897 -0.458
H 3.409 -3.286 -3.988 0.086
H -1.929 2.470 -0.316 0.116
H -3.908 -2.670 3.680 0.073
C -3.483 -1.672 3.804 -0.119
H 2.525 0.596 -1.842 0.117
I -4.566 4.239 -0.475 0.769
H -2.964 -1.927 1.727 0.121
H 4.511 -0.880 -1.769 0.077
O 2.600 -3.057 -3.521 -0.032
C 2.825 -1.849 -2.786 -0.393
H -1.621 -1.397 2.807 0.093
H 1.602 -2.956 -1.477 0.144
O -2.479 -0.287 -0.122 -0.255
H -2.428 2.786 1.304 0.075
O -0.102 -1.741 0.731 0.050
H 2.526 -1.033 -3.451 0.144
C -2.550 2.073 0.490 -0.203
H -4.004 0.170 1.803 0.100
C 1.914 0.891 -0.985 -0.109
N 1.314 -3.063 2.218 0.189

---

[2]
43
Properties=species:S:1:pos:R:3:lowdin_charge:R:1 method="wB97M-V/def2-TZVPD" homo_lumo_gap_ha=0.1821 total_charge=-1 spin_multiplicity=1 lumo_ev=2.679 mol_weight_g_mol=366.35
H -1.531 -0.924 -0.983 -0.025
C -4.049 0.525 -0.058 -0.606
O -5.154 -0.193 -0.305 -0.178
H 1.859 0.531 -1.422 0.028
C 0.819 1.814 1.169 -0.256
C 3.778 4.410 1.726 -0.154
H -4.872 -5.618 -3.305 0.094
H -2.384 -5.537 -3.070 0.091
H 0.244 -2.329 1.446 0.036
C 0.262 -1.282 1.991 -0.263
H -6.220 -3.649 -2.559 0.096
H 6.808 2.128 1.358 0.096
H 0.946 -1.114 -1.583 0.023
C -3.000 -4.702 -2.757 -0.096
Br -3.827 2.456 -0.676 0.470
C -4.473 -2.554 -1.946 -0.123
Si 0.254 0.046 0.558 0.399
H 1.506 1.746 2.122 0.016
C -2.425 -3.564 -2.215 -0.144
C 5.707 3.767 0.482 -0.088
H -2.975 -1.203 1.021 0.096
H -1.349 -3.486 -2.091 0.100
C -5.139 -3.649 -2.473 -0.078
H 1.470 2.375 0.341 0.033
H 6.373 3.884 -0.368 0.100
H -2.475 0.518 1.727 0.095
C 5.073 2.677 2.504 -0.153
H 5.220 1.927 3.276 0.099
C 4.598 4.596 0.624 -0.081
H -0.720 -1.213 2.631 0.025
C 1.555 -0.439 -0.830 -0.256
H 4.379 5.368 -0.105 0.099
H 1.240 -1.117 2.637 0.022
H 2.465 -1.043 -0.401 0.023
N -3.131 -2.487 -1.807 0.085
C -2.715 -0.090 0.742 -0.343
H -0.100 2.491 1.427 0.029
C -1.463 0.056 -0.321 -0.359
N 3.990 3.468 2.670 0.059
C -4.385 -4.742 -2.886 -0.103
H 2.903 5.034 1.883 0.104
C 5.953 2.789 1.439 -0.085
H -5.017 -1.675 -1.613 0.071

---

[3]
44
Properties=species:S:1:pos:R:3:lowdin_spin:R:1 method="wB97M-V/def2-TZVPD" homo_lumo_gap_ha="0.2442 / 0.2737" total_charge=+1 spin_multiplicity=2 s2=0.781 lumo_ev="-3.827 / -3.008" mol_weight_g_mol=367.36
H 2.677 -2.528 -1.941 0.000
H -0.082 -0.552 -4.294 0.000
H 1.597 2.093 -1.477 0.000
C -0.363 0.958 1.816 -0.001
H 0.710 -3.446 -3.050 0.000
H -1.574 2.366 -1.107 0.000
C -0.259 1.875 2.887 0.000
N 0.453 1.043 0.728 -0.017
H -1.030 2.454 4.811 0.000
C -2.044 0.738 4.031 0.000
C -1.329 -0.074 1.865 -0.005
H -0.961 -2.067 -3.999 0.000
H -2.700 0.633 4.884 0.000
C -0.585 -1.154 -3.537 0.000
H 2.936 2.817 -0.576 0.000
Co 0.218 -0.332 -0.710 1.036
C -1.724 -0.361 -2.932 0.001
O -1.134 0.684 -2.169 0.028
H 2.779 1.059 -0.656 0.000
H -0.287 -3.185 -1.590 0.000
C 1.762 -2.518 1.054 0.001
C 1.524 2.940 1.673 -0.001
H 2.706 -3.050 1.184 0.000
C 1.368 1.992 0.647 -0.003
H 0.923 -3.197 1.209 0.000
C 1.836 -2.848 -1.323 0.002
O 0.394 -1.454 -2.533 0.002
H -2.809 1.088 -1.001 0.000
H -2.347 -0.982 -2.279 0.000
C 0.575 -2.826 -2.161 0.000
H 2.281 3.706 1.573 0.000
C -2.152 -0.172 2.966 -0.002
C 0.722 2.883 2.779 -0.001
C 2.222 1.998 -0.585 0.000
O 1.711 -1.921 -0.244 0.023
H -2.654 2.060 -2.489 0.000
C -1.119 1.746 3.997 0.000
H 0.829 3.604 3.581 0.000
H 2.020 -3.856 -0.951 0.001
S -1.456 -1.194 0.533 -0.067
C -2.107 1.599 -1.664 0.001
H 1.704 -1.711 1.781 0.000
H -2.889 -0.964 2.999 -0.001
H -2.344 0.054 -3.731 0.001

---

[4]
41
Properties=species:S:1:pos:R:3:lowdin_spin:R:1 method="wB97M-V/def2-TZVPD" homo_lumo_gap_ha="0.1279 / 0.2059" e_above_lowest_ev=3.368 total_charge=-1 spin_multiplicity=5 s2=6.105 lumo_ev="3.014 / 3.002" mol_weight_g_mol=300.20
C -4.366 1.180 -0.227 0.062
C -5.764 1.630 -0.584 0.092
H -1.250 2.265 1.613 0.002
Fe -5.814 0.508 1.002 2.729
H -4.461 -1.965 1.213 0.010
H -0.683 1.918 -0.056 0.001
C -0.819 -1.027 1.068 0.003
C -5.347 2.341 1.607 0.088
H 0.613 -1.069 2.656 0.000
H 0.642 1.401 2.641 0.000
C -2.434 -0.358 -1.307 0.090
H 1.188 -1.834 1.135 0.000
H -1.513 0.231 -1.317 0.023
H -1.426 -1.673 1.719 0.001
C -7.149 -0.174 2.294 0.027
H -7.280 2.864 0.542 0.011
H -2.511 -0.937 -2.247 -0.001
C -3.641 0.417 -1.144 0.421
H -8.491 -0.326 0.468 0.010
H -6.432 -1.712 -0.653 0.010
O 1.308 0.159 1.068 0.001
H -4.257 0.325 -2.054 0.022
C -0.717 1.537 0.980 0.003
C -4.190 1.621 1.180 0.082
H -7.795 0.308 3.026 0.007
N -1.513 0.289 0.928 0.002
H -2.395 -1.086 -0.493 0.018
C -7.522 -0.513 0.933 0.055
H -6.179 1.474 -1.582 0.010
H -5.454 2.855 2.562 0.015
H -2.243 0.322 1.637 0.000
H -0.768 -1.468 0.067 0.002
C 0.620 -0.992 1.555 0.001
C -6.316 2.355 0.518 0.058
C -6.428 -1.254 0.334 0.040
H -5.285 -0.686 3.490 0.010
C -5.370 -1.379 1.328 0.041
C -5.817 -0.705 2.541 0.046
H 1.385 2.155 1.183 0.000
H -3.268 1.555 1.742 0.009
C 0.703 1.366 1.533 0.000

---

[5]
42
Properties=species:S:1:pos:R:3:lowdin_charge:R:1 method="wB97M-V/def2-TZVPD" homo_lumo_gap_ha=0.3134 e_above_lowest_ev=15.716 spin_multiplicity=1 lumo_ev=0.139 mol_weight_g_mol=274.36
H -0.716 -4.872 -0.790 0.102
C 1.243 -2.568 -0.433 -0.069
C 1.621 1.265 -1.002 0.031
H 2.190 -2.697 -0.353 0.057
C 0.066 4.379 2.103 0.040
C 0.713 -4.100 -2.115 -0.336
C 0.122 -5.735 -3.763 -0.254
C -1.013 4.176 3.185 -0.155
C -1.021 5.032 4.279 -0.274
C 0.159 3.656 0.801 0.022
H -0.158 1.091 -2.077 0.071
C 0.030 -5.276 -1.391 -0.074
H 0.373 2.575 -1.522 0.079
H 1.228 -0.797 0.846 0.129
O -0.858 1.480 -0.167 -0.032
H -0.271 -5.927 -4.847 0.141
C -1.927 3.032 2.802 0.035
C -0.632 2.447 0.740 -0.334
C -0.713 -6.131 -2.466 -0.101
N -1.017 5.585 5.213 0.174
H 1.830 -4.384 -2.148 0.150
H -2.674 2.813 3.540 0.096
H -1.599 -5.848 -2.644 0.021
H 1.394 -3.985 -4.300 0.102
H -2.398 1.479 1.572 0.148
O 1.661 -0.287 -0.937 -0.194
H -0.272 -0.849 -0.097 0.120
H 0.508 -5.823 -0.883 0.000
H 0.927 4.908 2.365 0.073
H 1.112 3.777 0.356 0.077
C 0.617 -4.398 -3.684 -0.184
C -1.508 2.177 1.722 -0.043
H -1.007 -7.133 -2.333 0.100
H -0.485 -3.740 -3.864 0.180
H 2.248 1.623 -1.538 -0.003
H 1.009 -2.164 -2.420 0.026
C 0.803 -0.987 -0.226 -0.274
C 0.114 1.613 -1.322 -0.050
H 1.983 1.306 0.385 0.243
H 0.935 -6.433 -3.688 0.093
H 0.688 -3.053 0.210 0.063
N 0.684 -2.715 -1.795 0.003